(1)
Computed, not measured: a 2-piece molecular cluster, C4H9NO overall, with ωB97M-V/def2-TZVPD.

Structure (XYZ):
```
15
Properties=species:S:1:pos:R:3:forces:R:3:nbo_charge:R:1
O 0.3208 0.9559 -0.3255 0.046 0.045 0.063 -0.55
H 0.7915 0.5095 -2.2458 -0.116 0.097 0.099 0.20
H -1.5663 0.5878 0.4657 0.113 0.113 -0.041 0.17
H -0.3639 1.8641 -2.0613 0.023 -0.121 0.067 0.16
C -0.0671 0.8761 -1.6785 -0.015 -0.016 -0.335 -0.25
C 0.3838 -1.8808 0.0025 -0.360 -0.298 -0.930 0.31
H -0.8912 0.1632 -1.8238 0.103 0.148 0.084 0.18
H -0.3660 1.3668 1.5362 -0.055 0.003 -0.173 0.19
C -0.7456 1.3228 0.5101 -0.169 0.092 0.214 -0.25
H 1.3277 -2.4008 1.7883 -0.023 0.112 0.027 0.25
H -0.0369 -1.2745 1.9736 0.131 -0.050 -0.127 0.25
C 0.8249 -1.5357 1.3524 0.020 -0.067 0.015 -0.73
N 0.0286 -2.1835 -1.0562 0.359 0.224 1.088 -0.36
H 1.5075 -0.6843 1.3142 -0.102 -0.132 -0.043 0.27
H -1.1480 2.3135 0.2483 0.044 -0.150 -0.007 0.17
```
Positions in Å, forces in eV/Å.

Its total energy is -7830.4604 eV. Its highest occupied orbital energy is -10.00 eV. The energy above the lowest of the compared OMol25 structures with the same formula, charge and spin is 1.860 eV. For the max |F|, the calculation gives 1.17 eV/A. Its SMILES is CC#N.COC.

(2)
Computed, not measured: C24H37GaN3OP2 as an isolated structure, with ωB97M-V/def2-TZVPD.

Structure (XYZ):
```
68
Properties=species:S:1:pos:R:3:forces:R:3:nbo_charge:R:1
C -0.1748 0.1095 -4.1604 -0.881 -0.707 -0.176 -0.06
C -0.6968 -3.5604 4.7026 0.024 -0.442 0.459 -0.40
C 1.6330 2.9877 -1.6563 -0.123 -0.948 0.334 -0.10
C 1.8756 1.2841 -3.4404 0.350 0.284 0.245 -0.06
H -0.0668 3.7923 -0.5216 0.162 -0.367 0.270 0.26
C -2.2976 0.5622 -2.9520 0.605 -0.066 -0.049 -0.11
N -0.0914 1.2346 -2.0458 0.130 1.305 -0.398 -0.86
H 1.0670 0.5529 0.4435 1.208 -2.886 -0.598 -0.26
H 3.2545 4.3598 -1.4578 -0.005 -0.028 -0.237 0.21
H 1.4967 4.3659 0.0591 0.220 0.195 -0.673 0.23
C 2.8529 3.5295 -2.0332 0.212 -0.689 0.039 -0.19
H 1.6041 -4.8002 3.6808 0.247 0.131 0.156 0.20
P 1.0656 2.1938 0.9207 -3.931 1.296 -1.206 1.12
H -2.6140 -1.9777 -1.3549 -0.040 0.296 0.056 0.28
H 3.3465 1.6289 0.5138 -0.194 0.095 0.190 0.28
C -2.8698 -1.5847 -0.3645 -0.329 -0.540 0.139 -0.97
C -2.2906 -0.7512 -4.9990 -0.463 0.269 -0.162 -0.24
H 1.5919 0.2918 -5.3447 -0.165 0.174 0.854 0.23
C 1.3441 0.1261 -4.2609 -0.441 0.499 -0.887 -0.45
H 1.8922 -3.3488 4.6998 0.118 -0.174 -0.184 0.20
H -4.1804 0.8156 -1.8047 0.461 0.119 -0.290 0.25
H 4.5179 3.3882 -3.3516 0.174 0.002 -0.052 0.22
H 3.1762 -3.2184 1.6007 -0.240 0.144 -0.135 0.20
Ga -0.3814 0.9058 -0.2465 1.025 -0.307 0.244 0.80
H 3.0882 -3.8439 3.4852 -0.181 -0.071 0.254 0.22
C 3.5810 2.9402 -3.0627 0.157 0.672 -0.056 -0.23
C -2.9734 -0.1410 -3.9399 0.153 -0.373 -0.082 -0.19
H -0.4015 -4.5354 4.2999 -0.154 0.256 0.097 0.21
H -0.0540 -3.3190 5.5587 -0.150 -0.100 -0.135 0.20
C 2.0206 -3.7868 3.7054 -0.012 -0.120 0.203 -0.40
H -4.0529 -0.2387 -3.8328 0.172 -0.085 -0.213 0.21
N 1.4303 -2.9558 2.6752 -0.539 0.444 -0.207 -0.45
H -0.3624 -1.0480 -5.9376 -0.322 0.055 0.166 0.22
C 2.7723 1.9435 1.3960 0.204 -0.289 0.158 -1.00
C 3.0920 1.8569 -3.7689 -0.060 0.192 -0.368 -0.17
H -2.4194 -1.8534 2.6988 -0.017 0.082 0.219 0.19
H 2.5897 -1.5346 1.5901 -0.233 -0.418 -0.056 0.19
C -0.9174 -0.5906 -5.1137 0.260 0.033 0.002 -0.16
H -2.2649 -2.1454 0.3592 -0.133 0.275 -0.041 0.28
H -2.5700 0.5147 2.1081 -0.177 -0.095 -0.207 0.26
H -2.5144 -1.9272 4.4856 0.108 0.140 -0.243 0.21
H -1.5986 -0.6251 3.6866 -0.082 -0.123 0.011 0.19
H -4.1696 0.7704 1.3288 0.055 0.100 0.231 0.25
O -0.0573 -1.4716 1.8113 0.222 -0.628 0.722 -0.74
H -1.7200 -3.6436 5.0854 0.314 -0.166 -0.128 0.21
C -3.0914 0.9308 1.2393 -0.795 -0.174 0.435 -0.96
C -0.8697 0.6786 -3.0735 0.432 -0.507 0.476 0.25
H -2.8735 2.0032 1.2330 -0.143 -0.196 -0.265 0.26
C 0.2265 -2.3076 2.7079 -0.214 0.633 -0.580 0.80
H 3.6132 1.4974 -4.6595 0.063 -0.001 0.412 0.22
H 1.7641 -2.7751 0.5944 0.250 0.175 0.412 0.22
C 1.1445 1.8412 -2.3676 -0.287 -0.233 -0.485 0.24
C 0.9800 3.4955 -0.3683 0.684 0.892 0.063 -0.73
H 1.8272 -0.8649 -4.1078 -0.439 0.557 0.675 0.24
C -1.8710 -1.6851 3.6348 -0.251 0.212 -0.056 -0.38
H -1.0079 2.9008 2.0056 0.644 -0.133 -0.207 0.25
C 2.2765 -2.5958 1.5555 0.366 0.128 -0.662 -0.39
H -2.9922 2.1256 -1.5460 0.053 -0.221 -0.012 0.26
H -0.0767 1.7726 3.0166 0.146 0.149 -0.203 0.26
H 2.8143 1.1488 2.1563 0.040 0.278 -0.224 0.27
P -2.4658 0.1613 -0.2579 0.275 0.254 0.144 1.03
N -0.6936 -2.5212 3.6968 0.157 -0.013 -0.025 -0.45
H 0.4520 3.4719 2.8439 -0.179 -0.122 0.457 0.24
C -3.1023 1.0478 -1.7327 0.402 -0.274 -0.047 -0.71
H -3.9412 -1.7603 -0.1787 0.312 0.074 -0.045 0.25
H 3.1770 2.8845 1.7922 -0.090 -0.206 -0.043 0.26
C 0.0081 2.6169 2.3186 0.612 1.053 1.216 -0.96
H -2.8508 -1.3194 -5.7481 0.255 0.236 0.295 0.23
```
Positions in Å, forces in eV/Å.

Its total energy is -102952.4929 eV. Its highest occupied orbital energy is -8.80 eV. Its charge is +1. For the max |F|, the calculation gives 4.31 eV/A.

Number 1: lowest unoccupied orbital energy 0.031 Eh. Number 2: lowest unoccupied orbital energy -0.077 Eh.